{
  "formula": "C32H34CaF9N4O8Sb",
  "method": "ωB97M-V with the def2-TZVPD basis set",
  "symbols": ["Ca", "C", "C", "C", "C", "C", "C", "C", "C", "C", "C", "N", "C", "C", "C", "C", "C", "N", "H", "H", "H", "H", "H", "H", "H", "H", "H", "H", "H", "H", "H", "H", "H", "H", "H", "O", "C", "O", "C", "C", "C", "C", "C", "C", "O", "N", "O", "O", "N", "O", "O", "H", "H", "C", "C", "Sb", "C", "C", "C", "C", "H", "H", "H", "H", "H", "H", "H", "H", "H", "H", "H", "H", "H", "H", "H", "F", "C", "F", "F", "C", "O", "C", "F", "F", "F", "C", "F", "F", "F"],
  "coordinates": [[-0.7431, 0.9484, -0.9716], [2.7739, 0.7400, -4.2372], [1.5685, -0.2348, -4.2127], [1.7858, -1.5035, -3.4070], [1.7857, -2.8015, -3.9593], [1.8587, -3.8857, -3.1392], [2.0439, -3.7194, -1.8147], [2.2015, -2.4609, -1.1752], [2.4521, -2.3576, 0.3246], [2.7069, -3.6220, 1.1231], [1.9735, -1.3336, -1.9862], [1.7665, -0.0309, -1.5105], [2.6153, 0.7268, -0.9098], [2.3278, 2.0559, -0.5317], [3.3120, 2.9586, -0.1480], [2.7541, 4.2215, -0.2402], [1.4598, 3.9970, -0.6667], [1.1771, 2.6950, -0.8418], [2.6938, 1.3835, -5.0784], [3.7974, 0.3362, -4.2431], [2.6517, 1.4537, -3.4406], [1.4366, -0.6580, -5.2034], [0.5662, 0.1928, -4.0610], [1.7288, -2.8998, -5.0447], [1.7489, -4.9334, -3.5391], [2.0957, -4.5457, -1.0863], [1.5930, -1.8804, 0.7513], [3.3520, -1.7401, 0.5279], [2.0153, -4.4610, 1.0668], [2.7128, -3.3243, 2.2230], [3.7045, -3.9723, 0.8845], [3.6070, 0.3514, -0.6339], [4.3587, 2.7281, 0.0835], [3.2399, 5.1399, 0.0566], [0.6431, 4.6833, -0.7199], [-1.6342, -1.2753, -4.5644], [-1.5673, -1.0700, -3.3311], [-1.5787, 0.1380, -2.8786], [-1.5309, -2.2521, -2.2788], [-1.6114, -3.4567, -2.8353], [-1.6101, -4.6794, -2.1390], [-1.5825, -4.5990, -0.7236], [-1.3667, -3.3750, -0.1196], [-1.2599, -2.2006, -0.9420], [-0.8285, -1.1567, -0.4464], [-1.0309, -3.3552, 1.3680], [-1.2120, -2.3032, 1.9166], [-0.6470, -4.3700, 1.8924], [-1.8707, -5.9594, -2.7876], [-1.6684, -7.0019, -2.1182], [-2.1912, -6.0497, -3.9448], [-1.7596, -3.5131, -3.9194], [-1.6121, -5.5848, -0.2867], [0.9478, 3.2182, 4.4687], [0.7200, 2.9931, 2.9323], [-0.1818, 1.0800, 2.3843], [1.2007, -0.2201, 3.3869], [0.8780, -0.5958, 4.8150], [-1.8944, 1.2109, 3.7175], [-3.0657, 0.1949, 3.3975], [1.5301, 4.1142, 4.7043], [1.4715, 2.2443, 4.7519], [0.0184, 3.3148, 5.0375], [1.6514, 3.0863, 2.3514], [0.0467, 3.8522, 2.5437], [2.1717, 0.1578, 3.2165], [1.1064, -1.0630, 2.7434], [0.8962, 0.3394, 5.4795], [1.5469, -1.3962, 5.1672], [-0.1674, -0.9265, 4.9027], [-2.2670, 2.2784, 3.4731], [-1.5560, 1.1019, 4.7309], [-3.3586, 0.0660, 2.3730], [-4.0008, 0.4151, 3.9361], [-2.7239, -0.8336, 3.6615], [-3.3405, 5.7842, 0.4601], [-2.5173, 4.7402, 0.7843], [-1.2838, 5.3138, 0.7043], [-2.7247, 4.5272, 2.0861], [-2.9416, 3.3845, 0.0242], [-2.0286, 2.4519, 0.0899], [-4.3532, 2.8924, 0.6208], [-4.9826, 2.1618, -0.3272], [-4.0290, 2.2114, 1.7006], [-5.1933, 3.8629, 0.9414], [-3.1449, 3.9007, -1.4719], [-2.2538, 4.7603, -1.9317], [-4.3608, 4.4005, -1.6970], [-3.0195, 2.7928, -2.2593]],
  "forces_ev_per_angstrom": [[0.734, 0.900, -0.302], [-0.885, 0.159, 0.524], [0.682, -1.492, -1.176], [0.055, 0.060, 1.591], [0.015, 2.322, -0.661], [-0.250, -2.521, -1.090], [0.746, 0.519, 3.495], [-0.345, -0.474, -0.851], [0.296, -0.012, -0.495], [0.360, 0.189, 1.533], [0.103, -0.474, -0.854], [-0.276, 0.478, 0.323], [-0.381, -1.671, 0.165], [0.772, -0.123, -0.243], [1.513, -0.142, 0.246], [0.585, 0.284, 0.450], [-1.441, -0.106, 0.241], [-0.458, 0.111, -0.223], [-0.078, 0.402, -1.245], [-0.552, -0.354, 0.201], [0.352, 0.074, 0.711], [0.118, 0.178, -0.643], [0.592, 0.345, 0.594], [-0.237, -0.024, 0.266], [0.157, 1.241, 0.333], [-0.049, 0.014, -0.880], [-0.517, 0.734, 0.237], [-0.689, 0.055, -0.237], [-0.254, 0.210, -0.350], [0.078, -0.366, -1.237], [0.241, -0.402, 0.026], [0.148, 0.051, -0.202], [-0.495, -0.025, -0.026], [-0.194, 0.123, -0.186], [-0.195, 0.548, -0.248], [0.193, -1.070, 1.768], [-0.326, 1.540, -0.750], [0.137, -1.041, 0.544], [-0.340, 0.609, -3.592], [-0.984, -2.759, -2.476], [-0.862, 0.898, 1.290], [0.776, -0.903, -1.373], [0.126, -1.783, 0.277], [0.659, 0.452, 2.679], [0.537, 1.527, 1.507], [-1.142, 0.457, -3.003], [0.040, 0.749, 1.126], [0.371, -0.832, 0.434], [1.180, -1.192, 1.632], [-0.301, 1.171, -0.023], [-0.365, 0.887, -0.986], [0.220, 0.170, 0.279], [0.000, 0.217, 0.882], [0.520, -1.810, -0.918], [-1.286, 1.917, 0.189], [-0.139, 0.758, -0.655], [-1.381, 0.052, 0.308], [-0.317, 1.216, 0.882], [-1.580, 0.759, -1.773], [1.133, -0.709, 1.068], [0.270, -0.250, -0.132], [-0.367, 1.594, 0.448], [-0.039, -0.282, -0.207], [-0.192, -0.139, 0.266], [0.916, -1.489, 0.341], [1.242, 0.614, 0.084], [0.015, -0.992, -0.370], [0.383, -1.439, -0.617], [-0.221, 0.351, 0.283], [0.316, -0.241, -0.126], [0.673, -1.547, 0.767], [-0.075, 0.212, 0.588], [0.276, 0.488, -0.703], [0.408, 0.050, 0.127], [-0.299, 0.620, 0.177], [-0.183, -0.332, -0.256], [-0.585, 1.015, 0.701], [-0.483, -1.461, -0.517], [0.191, -0.129, 0.848], [0.907, 1.889, -1.041], [-0.311, 0.115, 0.304], [2.026, 0.954, -1.703], [0.192, -0.548, 0.893], [-1.056, -0.720, 0.214], [-0.622, 0.502, 0.531], [-0.377, -2.538, -0.205], [0.507, 0.628, 0.294], [-0.436, 0.465, -0.152], [-0.196, 0.518, 0.056]],
  "de_lowest_kcal_mol": 12.8,
  "total_charge": -2,
  "total_energy_ha": -3877.44065
}


{
  "formula": "C32H34Cl3CuNO2S",
  "method": "ωB97M-V with the def2-TZVPD basis set",
  "symbols": ["Cu", "Cl", "C", "C", "C", "Cl", "C", "O", "C", "Cl", "C", "H", "H", "C", "C", "C", "C", "C", "C", "C", "C", "N", "C", "C", "C", "C", "H", "H", "H", "H", "H", "H", "H", "H", "H", "H", "H", "H", "H", "H", "H", "H", "H", "H", "O", "S", "C", "C", "C", "C", "C", "C", "C", "C", "C", "C", "C", "C", "C", "C", "H", "H", "H", "H", "H", "H", "H", "H", "H", "H", "H", "H", "H", "H"],
  "coordinates": [[12.2641, 10.9980, 8.7769], [19.3787, 10.2264, 10.4643], [17.6896, 10.0782, 10.1336], [17.0988, 10.5348, 8.9561], [15.7353, 10.5532, 8.9724], [15.0071, 11.2316, 7.5413], [14.8321, 10.2047, 10.0088], [13.5560, 10.3268, 10.0239], [15.5036, 9.4842, 10.9681], [14.5201, 8.6873, 12.1288], [16.8745, 9.4668, 11.1113], [17.6834, 10.9622, 8.1291], [17.3425, 8.9591, 11.9094], [8.6454, 7.8434, 10.4224], [8.5898, 8.7726, 9.2132], [7.4062, 8.9378, 8.5321], [7.2581, 9.8102, 7.4582], [6.0329, 9.8253, 6.5641], [8.3230, 10.7371, 7.2046], [9.6089, 10.6123, 7.8265], [9.6525, 9.5425, 8.8048], [10.7408, 11.3226, 7.6737], [10.8618, 12.4800, 6.7525], [10.4892, 12.1778, 5.3414], [9.9617, 13.5242, 7.4107], [12.2929, 12.9423, 6.7829], [7.6665, 7.5978, 10.8549], [9.1866, 8.3873, 11.2132], [9.3050, 7.0041, 10.2496], [6.4867, 8.4628, 8.8959], [5.4974, 8.8466, 6.6397], [6.3714, 9.9625, 5.5618], [5.3883, 10.6300, 6.8270], [8.0812, 11.5745, 6.5387], [10.5874, 9.3702, 9.3389], [9.4147, 11.9808, 5.2431], [11.0519, 11.2716, 4.9644], [10.7620, 12.9270, 4.6899], [10.4534, 13.9325, 8.2921], [8.9191, 13.1283, 7.5179], [9.8237, 14.3764, 6.7030], [12.9297, 12.1926, 6.3589], [12.6307, 13.2075, 7.7829], [12.3585, 13.7808, 6.1152], [11.9460, 13.1565, 10.0275], [13.3570, 13.3602, 10.4979], [13.4094, 15.1351, 10.7414], [13.4484, 15.7016, 9.3206], [14.4436, 15.3956, 8.4308], [14.3890, 15.7686, 7.0936], [13.3612, 16.5780, 6.5617], [12.4040, 16.9092, 7.4948], [12.4140, 16.4831, 8.8036], [13.3888, 12.6471, 12.1434], [12.0806, 13.0141, 12.8832], [12.0966, 14.1027, 13.7726], [10.9381, 14.4184, 14.5593], [9.7868, 13.7625, 14.4000], [9.7567, 12.7046, 13.4750], [10.8470, 12.3005, 12.7487], [14.3826, 15.3988, 11.1676], [12.5201, 15.4437, 11.3163], [15.3186, 14.7785, 8.6958], [15.1707, 15.4831, 6.4252], [13.2588, 16.8316, 5.5251], [11.5135, 17.4768, 7.2256], [11.6337, 16.7848, 9.4065], [14.2943, 13.0856, 12.6178], [13.4644, 11.5844, 12.0492], [13.0154, 14.5490, 14.0450], [10.9989, 15.1254, 15.3495], [8.9247, 14.0820, 15.0849], [8.8830, 12.1447, 13.3335], [10.8700, 11.5146, 11.9822]],
  "forces_ev_per_angstrom": [[0.106, -0.100, 0.250], [0.272, -0.057, -0.233], [-0.947, -0.708, 0.504], [1.260, 0.188, 1.092], [-1.440, 1.068, -1.142], [-0.233, 0.102, -0.271], [0.641, -0.413, -1.473], [-0.600, 0.411, -0.429], [0.617, -0.272, 1.488], [-0.210, -0.363, 0.648], [0.634, 0.789, -1.598], [-0.415, -0.327, 0.474], [0.274, -0.359, 0.880], [0.882, 1.340, 0.380], [-0.116, -0.014, 0.451], [-1.737, -0.023, -0.399], [1.748, 1.391, -0.236], [0.471, -1.321, 1.057], [-0.950, -0.479, -0.332], [-1.208, -1.390, 0.856], [0.941, 0.231, 0.317], [0.349, -0.401, -0.456], [-0.436, -0.070, 1.557], [-0.730, -3.260, 0.044], [-1.025, 1.129, -1.488], [-0.140, 0.167, -0.089], [0.292, -0.217, -0.550], [-0.239, -0.039, -0.067], [-0.330, -0.602, -0.214], [0.437, -0.292, -0.272], [0.316, 0.894, -0.075], [0.028, 0.054, -0.814], [-0.754, 0.612, 0.170], [0.260, -0.620, 0.126], [0.090, 0.216, -0.199], [0.412, 0.045, -0.246], [-0.659, 0.704, 0.522], [0.497, 2.012, -1.257], [-0.478, -0.315, 0.322], [1.083, 0.439, 0.580], [0.296, -0.361, 0.339], [0.381, -0.554, -0.151], [-0.029, 0.120, -0.119], [0.190, 0.746, -0.095], [-0.133, -0.315, -0.361], [-0.055, -0.634, -0.565], [0.516, 0.518, -0.589], [-1.291, 0.340, 0.260], [1.567, -0.916, -0.791], [-0.505, 1.128, -0.802], [0.621, -1.310, 1.731], [-1.412, 0.695, -0.427], [1.695, -0.721, -0.323], [-1.033, 1.635, 1.254], [0.111, 0.765, 0.868], [-1.707, -1.418, 0.533], [2.756, 0.349, -0.825], [-2.266, -0.668, 0.497], [0.067, 0.099, 0.141], [2.116, 0.816, -0.759], [-0.294, -0.060, 0.587], [0.545, 0.009, -0.138], [-0.577, 0.271, 0.173], [0.540, -0.358, -0.171], [0.221, 0.138, -0.258], [0.274, 0.076, -0.246], [-1.614, 0.442, 1.328], [-0.584, -0.428, 0.002], [0.272, -0.619, -0.398], [0.865, 0.659, -0.041], [0.297, 0.783, 0.350], [1.086, -0.916, -1.386], [-1.333, -0.594, -0.079], [-0.544, 0.133, 0.584]],
  "multiplicity": 2,
  "s2": 0.796,
  "de_lowest_kcal_mol": 38.4,
  "total_energy_ha": -4864.19400
}